Entry from OMol25: a molecular structure, C26H40AgFN4O3SSi2Te (ωB97M-V/def2-TZVPD).

```
79
C26H40AgFN4O3SSi2Te ωB97M-V/def2-TZVPD
Ag -3.7023 -1.3983 -0.1042
F 2.6118 -3.1013 -2.2967
C 2.3068 -2.7105 -1.0407
C 1.0047 -2.7078 -0.6498
C 0.6625 -2.3540 0.6456
C -0.7661 -2.3005 1.0234
O -1.6167 -2.4582 0.1592
C -1.0256 -2.0877 2.4184
C 0.0100 -1.8765 3.2542
N 1.3294 -1.7744 2.8731
C 2.3487 -1.4921 3.8557
C 2.0731 -0.4661 4.9028
C 3.0585 -0.1663 3.8118
C 1.6722 -2.0370 1.5637
C 2.9985 -1.9762 1.1172
C 3.3271 -2.3029 -0.1814
N 4.6816 -2.1589 -0.6029
C 5.0057 -2.0472 -2.0246
C 6.4498 -1.4959 -2.1226
N 6.7747 -0.8669 -0.7930
C 6.9364 -1.9376 0.2564
C 5.7259 -2.8847 0.1114
C -2.4449 -1.9880 2.9744
O -2.6851 -2.6379 3.9968
O -3.1605 -1.1781 2.3187
H 0.2206 -2.9943 -1.3433
H -0.1757 -1.7656 4.3153
H 2.9329 -2.3554 4.1491
H 2.4379 -0.6622 5.9008
H 1.1223 0.0489 4.8621
H 4.1166 -0.1422 4.0509
H 2.7438 0.5349 3.0455
H 3.7771 -1.6375 1.7912
H 4.3066 -1.3605 -2.4924
H 4.9546 -2.9955 -2.5587
H 6.5482 -0.7461 -2.9008
H 7.1818 -2.2779 -2.2919
H 5.9412 -0.3431 -0.5200
H 7.5746 -0.2455 -0.8332
H 6.9605 -1.4413 1.2214
H 7.8832 -2.4412 0.0857
H 5.3756 -3.1901 1.0902
H 6.0172 -3.7901 -0.4324
S -8.2996 -1.9410 -0.8362
C -6.6769 -1.7880 -0.9953
N -5.5221 -1.6728 -1.1420
C -6.0468 5.1418 -0.5985
Si -5.5282 3.3506 -0.6375
C -5.6946 2.6714 -2.3592
C -6.5900 2.3504 0.5117
C -3.7337 3.2651 -0.1280
Te -3.2448 1.3669 0.7657
C -1.1778 1.5644 0.1596
Si -0.7531 1.5758 -1.6621
C 1.1268 1.6861 -1.7279
C -1.3373 0.0643 -2.5570
C -1.3927 3.0357 -2.6231
H -7.0701 5.2722 -0.9781
H -5.3761 5.7594 -1.2111
H -6.0174 5.5266 0.4300
H -6.7438 2.6870 -2.6826
H -5.3565 1.6255 -2.3832
H -5.1064 3.2471 -3.0865
H -7.6491 2.4383 0.2407
H -6.4771 2.6720 1.5569
H -6.3239 1.2841 0.4543
H -3.4914 4.0324 0.6150
H -3.0925 3.4253 -0.9981
H -0.6631 0.7170 0.6345
H -0.8113 2.4763 0.6434
H 1.5863 0.8947 -1.1210
H 1.4660 2.6575 -1.3393
H 1.4860 1.5857 -2.7643
H -1.1431 -0.8478 -1.9936
H -0.8527 -0.0217 -3.5414
H -2.4161 0.1194 -2.7196
H -1.1812 3.9999 -2.1448
H -2.4755 2.9542 -2.7758
H -0.9154 3.0342 -3.6122
```

Properties
Net charge: 0
HOMO-LUMO gap (eV): 3.97

Entry from OMol25: a molecular structure, C26H40AsF6NP2Pt (ωB97M-V/def2-TZVPD).

```
77
C26H40AsF6NP2Pt ωB97M-V/def2-TZVPD
Pt 0.6722 0.3976 0.0914
C 2.9293 -1.6489 -2.0593
C 3.5518 -1.2471 -0.7047
C 4.3136 0.0693 -0.8472
P 2.1996 -1.1065 0.5953
C 3.0752 -0.8786 2.2046
C 2.3278 -1.4051 3.4163
C 3.3361 0.6452 2.3774
C 1.1382 -2.5240 0.5891
C 1.6379 -3.7987 0.7702
C 0.7643 -4.9177 0.6941
C 1.3165 -6.3194 0.5559
C -0.6327 -4.6817 0.7406
C -1.1668 -3.4080 0.5578
C -0.2928 -2.3384 0.3147
N -0.6546 -1.0916 -0.2132
C -1.7334 -0.7587 -0.9803
C -2.5748 -1.7549 -1.5096
C -3.7975 -1.4112 -2.0381
C -4.1547 -0.0387 -2.1958
C -5.5500 0.3003 -2.6452
C -3.2275 0.9700 -1.8770
C -2.0220 0.6600 -1.2446
P -0.8141 1.9882 -0.8440
C -0.2066 2.9008 -2.3687
C 1.0082 2.1404 -2.8787
C -1.2377 3.0520 -3.5072
C -1.4000 3.2273 0.4021
C -1.6466 4.6813 -0.1059
C -2.6561 2.6395 1.0945
H 3.7548 -1.7986 -2.7719
H 2.3401 -0.8719 -2.5099
H 2.3181 -2.5585 -1.9721
H 4.2233 -2.0386 -0.3533
H 3.6473 0.9209 -0.7463
H 4.8139 0.0809 -1.8224
H 5.1072 0.2196 -0.0734
H 4.0428 -1.4195 2.1125
H 1.4018 -0.8848 3.5694
H 2.9129 -1.2373 4.3042
H 2.0685 -2.4701 3.3159
H 2.4268 1.2260 2.4816
H 3.9041 1.1381 1.5714
H 3.9248 0.8251 3.2942
H 2.6848 -3.9524 1.0750
H 2.3931 -6.3284 0.2834
H 0.7993 -6.8735 -0.2527
H 1.1567 -6.8416 1.4938
H -1.3001 -5.5412 0.9475
H -2.2386 -3.2557 0.6369
H -2.2553 -2.8067 -1.4594
H -4.5390 -2.1701 -2.2690
H -6.0026 -0.5869 -3.0913
H -5.5851 1.0868 -3.4249
H -6.2244 0.6567 -1.8488
H -3.4882 2.0132 -2.0985
H 0.0985 3.9177 -2.0631
H 0.7451 1.2596 -3.4619
H 1.6636 1.8099 -2.0440
H 1.5587 2.8390 -3.5254
H -1.6669 2.0913 -3.8215
H -0.6969 3.4851 -4.3555
H -2.0710 3.7051 -3.2731
H -0.5993 3.1872 1.1519
H -2.5963 4.7472 -0.6560
H -0.8233 5.0421 -0.7653
H -1.6789 5.3583 0.7600
H -3.5199 2.5601 0.4395
H -2.7959 3.3079 1.9385
H -2.4338 1.6400 1.5410
F -0.7227 1.0290 2.5680
As -0.2698 2.0283 4.2370
F 0.3686 0.5224 4.9801
F -1.8739 1.6486 4.9468
F 0.2537 3.0628 5.6784
F -0.9955 3.4719 3.5170
F 1.2660 2.4123 3.4311
```

Properties
2S+1: 6
Net charge: +3
HOMO-LUMO gap (spin up / spin down) (eV): 8.19 / 4.56

Entry from OMol25: a molecular structure, C26H40AsN2O2PSTi (ωB97M-V/def2-TZVPD).

```
74
C26H40AsN2O2PSTi ωB97M-V/def2-TZVPD
Ti -0.0631 -0.0307 -0.2809
O 1.3455 1.2660 0.1243
C 2.2909 1.4766 0.9995
C 3.2720 2.4571 0.7488
C 4.2697 2.7070 1.6589
C 4.3331 1.9968 2.8678
C 3.3813 1.0457 3.1272
C 2.3540 0.7638 2.2121
C 1.3515 -0.2024 2.5462
N 0.3694 -0.5747 1.8021
N -0.4906 -1.4738 2.4111
C -1.4397 -1.8073 1.6083
O -1.5272 -1.3335 0.3896
C -2.4878 -2.7454 2.0606
C -2.5983 -3.1075 3.3998
C -3.5961 -3.9781 3.8088
C -4.4930 -4.4996 2.8849
C -4.3876 -4.1434 1.5461
C -3.3906 -3.2684 1.1380
H 3.2233 2.9931 -0.1906
H 5.0178 3.4594 1.4377
H 5.1229 2.1998 3.5786
H 3.4065 0.4848 4.0564
H 1.3907 -0.6586 3.5345
H -1.8908 -2.6961 4.1096
H -3.6776 -4.2531 4.8528
H -5.2713 -5.1811 3.2068
H -5.0802 -4.5483 0.8195
H -3.2962 -2.9825 0.0989
C -0.9147 3.0384 2.1828
C -1.3016 3.5008 0.7702
C -0.1049 4.2560 0.1760
P -1.7633 2.0518 -0.3014
C -2.0131 2.7178 -2.0222
C -0.6828 2.6583 -2.7925
C -2.6622 4.0971 -2.1581
C -3.4328 1.4281 0.2251
C -4.6313 2.2960 -0.1463
C -3.4858 1.0528 1.7102
H -0.6338 3.9114 2.7778
H -0.0517 2.3754 2.1392
H -1.7120 2.5249 2.7055
H -2.1610 4.1751 0.8276
H 0.7248 3.5684 0.0025
H 0.2302 5.0125 0.8905
H -0.3386 4.7658 -0.7568
H -2.6883 1.9799 -2.4668
H 0.0147 3.4217 -2.4458
H -0.8528 2.8297 -3.8585
H -0.1958 1.6915 -2.6787
H -2.1432 4.8555 -1.5699
H -3.7048 4.0989 -1.8534
H -2.6200 4.4113 -3.2050
H -3.4935 0.4976 -0.3420
H -4.5248 3.3174 0.2307
H -5.5343 1.8717 0.3011
H -4.7869 2.3374 -1.2235
H -3.6825 1.9337 2.3243
H -2.5673 0.5827 2.0573
H -4.3015 0.3448 1.8777
C -1.3347 -0.4197 -4.2575
As -1.7724 -0.8790 -2.4130
C -3.7369 -0.8487 -2.5729
C -1.5364 -2.8129 -2.4321
S 1.1061 -1.1193 -1.6610
H -1.7693 -1.1435 -4.9458
H -0.2520 -0.4111 -4.3699
H -1.7305 0.5700 -4.4837
H -4.0551 -1.4958 -3.3924
H -4.1060 0.1630 -2.7555
H -4.1710 -1.2181 -1.6404
H -2.4603 -3.3091 -2.7302
H -1.2456 -3.1233 -1.4328
H -0.7402 -3.0689 -3.1241
```

Properties
Net charge: 0
HOMO-LUMO gap (eV): 7.03

Entry from OMol25: a molecular structure, C26H40BBaF2NP2 (ωB97M-V/def2-TZVPD).

```
73
C26H40BBaF2NP2 ωB97M-V/def2-TZVPD
Ba 0.2525 -0.5031 2.5014
C -0.6619 2.2139 -2.0248
C -1.3226 2.8118 -0.7825
C -2.8454 2.7549 -0.9090
P -0.7580 1.8896 0.7122
C -1.2985 2.9374 2.1715
C -1.4443 4.4451 1.9660
C -2.5907 2.3630 2.7719
C 1.0677 2.1815 0.6622
C 1.6836 3.4392 0.7263
C 3.0602 3.5868 0.7642
C 3.6973 4.9530 0.7939
C 3.8425 2.4284 0.7580
C 3.2670 1.1751 0.6625
C 1.8769 1.0267 0.5621
N 1.2660 -0.2390 0.4286
C 1.2412 -0.8443 -0.8213
C 1.9378 -0.3550 -1.9461
C 1.8454 -0.9706 -3.1841
C 1.0726 -2.1114 -3.3895
C 0.9737 -2.7880 -4.7361
C 0.3948 -2.6013 -2.2843
C 0.4508 -2.0088 -1.0194
P -0.5213 -2.6086 0.4079
C 0.0183 -4.3475 0.7708
C 0.5891 -5.1798 -0.3751
C 1.0353 -4.2694 1.9211
C -2.2837 -2.7630 -0.1669
C -2.6539 -3.9542 -1.0494
C -2.7411 -1.4480 -0.8032
H -1.0102 2.7395 -2.9187
H 0.4257 2.2865 -1.9902
H -0.9154 1.1537 -2.1348
H -1.0008 3.8499 -0.6707
H -3.1817 1.7205 -1.0370
H -3.3610 3.1673 -0.0425
H -3.1703 3.3199 -1.7869
H -0.5014 2.7798 2.9062
H -2.2080 4.6717 1.2189
H -1.7567 4.9148 2.9028
H -0.5187 4.9284 1.6588
H -3.4517 2.5664 2.1299
H -2.5486 1.2817 2.9104
H -2.7906 2.8092 3.7492
H 1.0744 4.3362 0.7434
H 3.0234 5.6975 1.2190
H 4.6137 4.9497 1.3854
H 3.9598 5.2817 -0.2139
H 4.9222 2.5176 0.8227
H 3.8847 0.2862 0.6314
H 2.5524 0.5300 -1.8402
H 2.3987 -0.5518 -4.0198
H 1.5826 -2.2692 -5.4784
H 1.3180 -3.8242 -4.6948
H -0.0547 -2.8024 -5.1069
H -0.2089 -3.4922 -2.4170
H -0.8901 -4.8290 1.1443
H 1.4470 -4.6822 -0.8316
H 0.9284 -6.1458 0.0112
H -0.1410 -5.3765 -1.1617
H 1.9170 -3.6937 1.6183
H 0.6130 -3.8036 2.8142
H 1.3833 -5.2647 2.2079
H -2.8207 -2.8766 0.7782
H -2.2416 -3.8534 -2.0546
H -2.3252 -4.9080 -0.6347
H -3.7421 -4.0018 -1.1541
H -2.2259 -1.2801 -1.7533
H -3.8172 -1.4789 -0.9987
H -2.5338 -0.5849 -0.1656
F 0.3603 -1.5182 6.1037
B 0.3151 -0.4847 5.1887
F 0.2452 0.7193 5.8724
```

Properties
Net charge: 0
HOMO-LUMO gap (eV): 6.75

Energy above the lowest of the compared OMol25 structures with the same formula, charge and spin / kJ/mol: 73.5, 3.7, 0.0, 55.4
Maximum force / Eh/bohr: 0.0144, 0.0786, 0.0192, 0.0535